68
Properties=species:S:1:pos:R:3:mulliken_charge:R:1 method="wB97M-V/def2-TZVPD" e_tot_ev=-161990.32026 total_charge=+2 s2=8.7823 spin_multiplicity=6
C 0.77097 2.69653 1.94972 -0.840
C 1.02408 2.71721 0.54162 -0.962
C -0.19195 2.98870 -0.11531 -0.900
H 1.94243 2.61012 0.00548 0.583
C -1.24772 2.78653 0.78176 -0.783
C -0.67290 2.70509 2.11606 -0.734
H -1.25340 2.56742 3.01346 0.517
H 1.54899 2.53371 2.67181 0.724
H -0.33300 3.20337 -1.16446 1.277
H -2.27091 2.71182 0.45459 0.544
Ir -0.06544 0.83921 1.29771 1.119
C 0.18041 -2.58185 -1.11557 -0.765
H -0.58225 -1.74739 -1.02407 0.123
H 0.21538 -3.00751 -0.07862 0.153
H 1.04925 -1.88402 -1.23041 0.166
Si 0.90912 1.23703 -2.11233 0.516
C 1.94402 0.31772 -3.45150 -0.097
C 2.99790 1.07904 -4.01492 0.048
H 3.25140 2.03747 -3.56671 0.410
C 3.82267 0.60146 -5.04780 -0.405
H 4.62467 1.22658 -5.44121 0.423
C 3.70796 -0.68749 -5.59311 -0.657
H 4.36948 -1.03627 -6.41123 0.422
C 2.63901 -1.42731 -5.07649 -0.463
H 2.50811 -2.42400 -5.48455 0.419
C 1.77840 -0.96070 -4.05120 0.181
H 1.02243 -1.65026 -3.66094 0.371
C -0.65766 1.55222 -3.25699 0.344
C -0.61839 1.46293 -4.64269 -0.384
H 0.34796 1.31648 -5.07670 0.451
C -1.72975 1.52815 -5.50645 -0.783
H -1.61177 1.43244 -6.57501 0.372
C -3.01388 1.75570 -5.05780 -0.545
H -3.86195 1.88318 -5.73951 0.422
C -3.06400 1.92634 -3.69612 -0.627
H -4.04004 2.16281 -3.33328 0.397
C -1.95237 1.85925 -2.83872 -0.012
H -2.06451 2.04130 -1.77936 0.386
H 1.99233 2.29577 -1.92223 -0.297
H -0.04874 -3.31463 -1.89992 0.332
C 2.82543 0.18032 3.50968 -1.451
As 1.36820 -0.71111 2.49149 0.717
C 2.04305 -2.53642 2.07695 -0.947
C 0.10359 -1.23718 3.94504 0.094
C 0.63381 -1.43516 5.21933 -0.531
C -0.22112 -1.80488 6.26804 -0.722
C -1.60870 -1.79437 6.07490 -0.672
C -2.14229 -1.39783 4.83807 -0.507
C -1.28240 -1.18160 3.75666 0.363
As -1.93110 -0.62071 1.96846 0.523
C -3.51311 0.41660 2.44750 -1.350
C -2.53991 -2.44359 1.48562 -1.119
H 3.56169 0.55972 2.78509 0.413
H 3.33903 -0.49494 4.20685 0.484
H 2.39023 1.02374 4.05557 0.446
H 2.01979 -3.16875 2.96858 0.390
H 1.43669 -3.01954 1.30725 0.195
H 3.07697 -2.48939 1.72229 0.413
H 1.70465 -1.29727 5.38263 0.284
H 0.20747 -2.11614 7.22179 0.415
H -2.28123 -2.06982 6.89144 0.411
H -3.21197 -1.20055 4.72766 0.276
H -3.18350 1.27926 3.04181 0.338
H -3.98561 0.75729 1.51530 0.381
H -4.21605 -0.20209 3.01541 0.517
H -1.83311 -3.17755 1.87585 0.374
H -3.51734 -2.64422 1.93077 0.408
H -2.60953 -2.52791 0.40299 0.407